No. 1
A molecular structure, C48H41GeNO5S3Ti, computed with ωB97M-V/def2-TZVPD.

Its total charge is -2. The calculation puts the HOMO energy at 0.97 eV. The calculation puts the energy relative to the best compared isomer or geometry (same formula, charge and spin) at 45.8 kcal/mol.

Each line ends with the Mulliken charge.
Element x y z (Å)
Ti: -0.30 -0.10 0.58  -0.889
C: -0.93 3.94 1.30  -1.514
C: -0.30 3.34 0.08  0.980
C: -1.06 2.72 -0.90  -0.483
C: -0.48 2.13 -2.03  1.206
C: -1.34 1.48 -3.06  -1.651
C: 0.91 2.15 -2.14  -0.359
C: 1.71 2.75 -1.16  0.991
C: 3.21 2.72 -1.26  -1.779
C: 1.09 3.34 -0.06  -0.508
H: -2.02 3.86 1.27  0.279
H: -0.67 5.00 1.41  0.487
H: -0.59 3.40 2.18  0.076
H: -2.13 2.71 -0.80  0.129
H: -1.86 0.63 -2.60  0.257
H: -0.75 1.13 -3.91  0.334
H: -2.10 2.17 -3.43  0.403
H: 1.38 1.66 -2.98  0.202
H: 3.62 1.95 -0.60  0.177
H: 3.64 3.68 -0.98  0.465
H: 3.54 2.48 -2.27  0.370
H: 1.70 3.78 0.72  0.256
O: 0.38 1.06 4.40  -0.724
C: 0.01 0.32 3.28  0.083
O: 0.04 1.03 2.11  0.298
C: -0.39 -0.97 3.27  -0.431
C: -0.54 -1.93 4.33  -1.404
C: -0.97 -3.20 3.99  -0.790
C: -1.28 -3.61 2.70  -1.127
C: -1.21 -2.65 1.64  0.608
N: -0.69 -1.38 1.94  2.772
C: -1.62 -2.77 0.36  -0.089
O: -2.09 -3.95 -0.20  -0.680
O: -1.45 -1.76 -0.58  -0.293
H: 0.71 1.88 4.03  0.303
H: -0.32 -1.65 5.35  0.411
H: -1.06 -3.93 4.79  0.285
H: -1.64 -4.61 2.49  0.463
H: -1.41 -4.25 -0.82  0.365
O: 1.27 -0.78 -0.37  -0.845
C: 2.12 -1.84 -0.11  3.472
C: 1.55 -3.11 -0.76  -0.443
C: 0.78 -3.06 -1.89  -0.312
C: 0.49 -4.34 -2.44  -0.985
C: 1.07 -5.34 -1.72  -0.322
S: 1.95 -4.74 -0.39  -0.091
C: 3.44 -1.58 -0.84  -0.797
C: 4.70 -2.03 -0.57  -0.476
C: 5.64 -1.64 -1.56  -0.706
C: 5.07 -0.91 -2.55  -0.584
S: 3.39 -0.67 -2.29  0.037
C: 2.40 -1.91 1.39  -1.350
C: 2.72 -0.81 2.13  -0.088
C: 2.92 -1.09 3.50  -0.761
C: 2.76 -2.42 3.78  -0.409
S: 2.34 -3.31 2.39  -0.238
H: 0.39 -2.12 -2.27  0.173
H: -0.13 -4.50 -3.30  0.362
H: 0.99 -6.41 -1.88  0.480
H: 4.93 -2.61 0.31  0.488
H: 6.70 -1.89 -1.52  0.380
H: 5.57 -0.46 -3.40  0.451
H: 2.74 0.19 1.71  0.506
H: 3.08 -0.34 4.26  0.257
H: 2.76 -2.90 4.74  0.468
C: -2.05 -0.42 -0.24  0.745
Ge: -3.83 -0.58 0.42  1.155
C: -4.24 0.60 1.95  -0.515
C: -5.55 0.68 2.42  0.015
C: -5.88 1.51 3.48  -0.755
C: -4.90 2.26 4.10  -0.571
C: -3.59 2.18 3.66  -0.939
C: -3.26 1.35 2.59  0.186
C: -4.52 -2.35 0.92  -0.043
C: -4.89 -3.29 -0.03  -0.088
C: -5.36 -4.54 0.34  -0.715
C: -5.45 -4.88 1.68  -0.599
C: -5.06 -3.97 2.64  -0.587
C: -4.60 -2.71 2.27  -0.331
C: -5.16 0.09 -0.93  -0.408
C: -4.88 1.29 -1.59  -0.112
C: -5.76 1.86 -2.50  -0.702
C: -6.97 1.23 -2.78  -0.498
C: -7.28 0.05 -2.14  -0.658
C: -6.38 -0.51 -1.23  -0.311
H: -6.33 0.10 1.94  0.361
H: -6.91 1.56 3.83  0.366
H: -5.15 2.90 4.95  0.348
H: -2.80 2.73 4.15  0.424
H: -2.22 1.28 2.29  0.568
H: -4.80 -3.06 -1.09  0.459
H: -5.63 -5.26 -0.42  0.348
H: -5.80 -5.87 1.97  0.323
H: -5.08 -4.23 3.70  0.367
H: -4.26 -2.03 3.04  0.291
H: -3.94 1.78 -1.39  0.253
H: -5.50 2.79 -2.99  0.401
H: -7.66 1.67 -3.49  0.342
H: -8.22 -0.45 -2.34  0.397
H: -6.66 -1.44 -0.73  0.336

---

No. 2
A molecular structure, C10H3Cl3GeN4O6Pt, computed with ωB97M-V/def2-TZVPD.

Its total charge is -1. The calculation puts the HOMO energy (spin up / spin down) at -5.50 / -6.58 eV. Its spin multiplicity is 2. Its expectation value of S² is 0.75. The calculation puts the energy relative to the best compared isomer or geometry (same formula, charge and spin) at 0.0 kcal/mol.

Each line ends with the natural charge from an NBO analysis.
Element x y z (Å)
Pt: 0.23 0.27 -0.57  1.028
O: 0.60 -0.14 5.50  -0.650
C: 0.43 -0.06 4.15  0.358
C: 0.07 -1.17 3.39  -0.301
C: -0.07 -1.02 2.03  0.152
N: 0.13 0.18 1.47  -0.454
C: 0.48 1.25 2.18  0.140
C: 0.63 1.17 3.55  -0.268
C: 0.70 2.53 1.39  0.735
O: 0.81 3.58 2.01  -0.646
O: 0.73 2.36 0.13  -0.732
C: -0.47 -2.17 1.12  0.736
O: -0.82 -3.21 1.66  -0.656
O: -0.41 -1.91 -0.12  -0.738
H: 0.46 -1.05 5.78  0.483
H: -0.10 -2.15 3.82  0.249
H: 0.90 2.05 4.11  0.260
Cl: 3.22 -0.66 1.50  -0.432
Ge: 2.54 -0.29 -0.52  1.179
Cl: 3.78 1.29 -1.26  -0.396
Cl: 3.18 -2.02 -1.59  -0.385
O: 0.35 -0.27 -2.61  -0.497
N: -0.55 -0.81 -3.34  0.121
C: -1.82 -0.74 -3.03  -0.205
C: -2.18 0.02 -1.87  0.388
N: -1.97 0.66 -0.93  -0.432
C: -2.78 -1.38 -3.87  0.280
N: -3.59 -1.87 -4.52  -0.317

---

No. 3
A molecular structure, C4H5AgO5, computed with ωB97M-V/def2-TZVPD.

The calculation puts the HOMO energy (spin up / spin down) at -5.55 / -9.23 eV. Its spin multiplicity is 3. Its expectation value of S² is 2.01. The calculation puts the energy relative to the best compared isomer or geometry (same formula, charge and spin) at 29.8 kcal/mol.

Each line ends with the natural charge from an NBO analysis.
Element x y z (Å)
O: 0.65 -0.69 -1.33  -0.870
O: -0.13 1.90 -0.04  -0.545
C: -0.69 1.31 0.87  -0.022
C: -1.37 -0.02 0.75  -0.114
O: -1.52 -0.50 -0.54  -0.533
C: -0.47 -1.37 -1.01  0.230
Ag: 0.49 1.17 -1.94  1.045
H: -0.71 1.76 1.88  0.182
H: -2.36 0.10 1.22  0.196
H: -0.80 -0.71 1.41  0.170
H: -0.94 -1.88 -1.88  0.132
H: -0.28 -2.13 -0.22  0.131
O: 2.73 1.06 -0.64  -0.575
C: 2.68 0.32 0.26  1.069
O: 2.71 -0.32 1.22  -0.497

---

No. 4
A molecular structure, C29H45O22Rb, computed with ωB97M-V/def2-TZVPD.

The calculation puts the HOMO energy at -8.16 eV. The calculation puts the energy relative to the best compared isomer or geometry (same formula, charge and spin) at 52.5 kcal/mol.

Each line ends with the Mulliken charge.
Element x y z (Å)
Rb: -0.98 4.33 -0.48  1.096
C: -0.24 0.49 -0.02  1.582
O: 0.31 1.72 -0.42  -1.061
H: -0.78 0.46 0.92  -0.492
H: -0.95 0.11 -0.75  -0.296
H: 0.59 -0.19 0.20  -0.701
C: -4.56 0.41 -1.32  -1.374
C: -5.48 -0.41 -2.14  0.577
C: -6.86 0.20 -2.54  -0.358
O: -6.83 0.07 -3.87  -0.336
C: -5.81 -0.67 -4.36  0.606
O: -5.66 -1.12 -5.47  -0.550
O: -4.88 -0.78 -3.38  -0.281
H: -3.64 -0.11 -1.03  0.072
H: -5.04 0.77 -0.41  0.465
H: -4.31 1.34 -1.82  0.380
H: -5.70 -1.41 -1.77  0.234
H: -6.98 1.23 -2.19  0.315
H: -7.70 -0.31 -2.09  0.251
C: -2.35 1.22 5.13  -1.712
C: -2.34 0.97 3.59  1.167
C: -3.62 0.51 2.94  -0.076
O: -3.99 1.69 2.29  -0.321
C: -2.94 2.56 2.18  0.659
O: -2.95 3.60 1.51  -0.717
O: -1.98 2.19 2.94  -0.260
H: -1.37 1.62 5.40  0.374
H: -2.55 0.32 5.71  0.410
H: -3.17 1.81 5.53  0.424
H: -1.57 0.26 3.29  -0.333
H: -4.33 0.22 3.70  0.365
H: -3.53 -0.21 2.13  0.002
C: 1.45 -0.62 4.54  -0.969
C: 2.59 0.18 3.87  0.555
C: 2.08 1.19 2.86  1.084
O: 2.71 2.38 3.27  -0.380
C: 3.30 2.26 4.39  0.592
O: 3.80 3.24 4.92  -0.628
O: 3.13 1.04 4.88  -0.412
H: 0.79 0.04 5.10  0.298
H: 1.85 -1.46 5.11  0.377
H: 0.89 -1.08 3.73  -0.012
H: 3.40 -0.37 3.40  0.324
H: 1.00 1.25 2.81  -0.404
H: 2.46 0.90 1.88  -0.386
C: -0.24 -3.38 -0.09  -0.982
C: -1.32 -3.91 0.88  0.279
C: -1.70 -2.97 2.03  0.291
O: -3.04 -2.62 1.76  -0.325
C: -3.53 -3.34 0.82  0.672
O: -4.68 -3.36 0.50  -0.584
O: -2.52 -3.99 0.18  -0.388
H: 0.05 -4.12 -0.83  0.457
H: 0.63 -3.04 0.47  0.101
H: -0.70 -2.52 -0.58  0.138
H: -1.12 -4.88 1.33  0.330
H: -1.05 -2.11 1.90  -0.350
H: -1.57 -3.46 3.00  0.312
C: 3.44 3.34 0.03  -1.695
C: 3.38 2.57 -1.23  1.692
C: 2.47 3.28 -2.36  0.320
O: 3.34 3.20 -3.50  -0.381
C: 4.61 2.80 -3.13  0.583
O: 5.54 2.68 -3.90  -0.582
O: 4.65 2.57 -1.86  -0.450
H: 2.43 3.46 0.43  0.272
H: 3.77 4.36 -0.20  0.445
H: 4.03 2.95 0.86  0.358
H: 3.04 1.54 -1.10  -0.590
H: 2.23 4.28 -2.00  0.149
H: 1.54 2.74 -2.50  -0.132
C: -1.24 1.13 -3.79  -1.413
C: 0.14 0.55 -3.94  1.458
C: 0.27 -0.93 -4.24  -0.049
O: 1.25 -1.00 -5.28  -0.341
C: 1.46 0.21 -5.72  0.569
O: 2.24 0.46 -6.63  -0.591
O: 0.81 1.13 -5.01  -0.455
H: -1.85 0.76 -4.62  0.493
H: -1.22 2.22 -3.85  0.302
H: -1.73 0.76 -2.89  0.085
H: 0.63 0.74 -2.98  -0.481
H: -0.71 -1.25 -4.59  0.289
H: 0.58 -1.47 -3.35  0.132
C: 3.21 -1.35 -0.12  -0.884
C: 3.97 -2.65 0.27  0.261
C: 5.10 -3.05 -0.67  -0.525
O: 6.16 -3.46 0.18  -0.339
C: 5.92 -2.88 1.37  0.571
O: 6.74 -2.83 2.28  -0.599
O: 4.73 -2.31 1.39  -0.195
H: 3.81 -0.48 -0.40  0.722
H: 2.51 -1.02 0.65  -0.485
H: 2.71 -1.58 -1.06  0.333
H: 3.36 -3.52 0.51  0.406
H: 5.45 -2.25 -1.32  0.305
H: 4.74 -3.87 -1.29  0.344

---

Number 1: E_tot -6405.58430 hartree. Number 2: E_tot -4630.33929 hartree. Number 3: E_tot -678.40507 hartree. Number 4: E_tot -2811.39808 hartree.